Computed, not measured: a structure of composition C7H13AsBr2F3IO2Re, with the ωB97M-V functional and the def2-TZVPD basis.

Geometry as ORCA input:
```
! RIJCOSX wB97M-V def2-TZVPD def2/J DEFGRID3
* xyz 2 4
Re -1.114 0.468 0.034
Br -2.097 2.661 -1.116
C -3.003 2.353 -2.920
Br -2.933 0.594 -3.561
H -2.461 3.046 -3.548
H -4.014 2.664 -2.698
F 1.369 1.820 -1.030
C 1.876 0.898 -1.880
F 2.545 1.498 -2.823
F 2.687 0.111 -1.156
C 0.740 0.017 -2.445
O 0.794 -0.559 -3.469
O -0.314 -0.055 -1.596
C -0.350 -2.028 2.768
As 0.442 -1.198 1.220
C 2.052 -0.312 1.834
C 0.932 -2.620 0.015
H 0.383 -2.708 3.194
H -1.236 -2.586 2.474
H -0.609 -1.274 3.509
H 2.906 -0.907 1.526
H 2.025 -0.253 2.919
H 2.138 0.684 1.410
H 1.555 -3.325 0.558
H 1.495 -2.212 -0.819
H 0.041 -3.124 -0.348
I -2.984 0.598 1.953
C -1.101 1.640 1.740
H -0.463 1.405 2.586
H -1.304 2.705 1.669
*
```

Properties
LUMO energy (spin up / spin down) = -8.7 / -9.4 eV
gap between HOMO and LUMO (spin up / spin down) = 8.30 / 7.64 eV
expectation value of S² = 3.7901
max |F| = 0.38 eV/Å

Atom charges from the Mulliken analysis, given in e for atoms 1 to 6: 0.645, 0.006, -0.536, 0.022, 0.402, 0.419

=====

Computed, not measured: a structure of composition C7H13B2ClFNO4Pd at a distorted geometry, with the ωB97M-V functional and the def2-TZVPD basis.

Geometry as ORCA input:
```
! RIJCOSX wB97M-V def2-TZVPD def2/J DEFGRID3
* xyz 2 1
C -2.575 -2.153 1.733
C -1.823 -1.029 1.076
O -2.035 -1.052 -0.348
B -0.909 -0.584 -1.275
O -0.833 -1.391 -2.298
C -0.143 0.790 -1.092
C -0.963 1.930 -0.512
O -2.195 1.991 -0.573
N -0.181 2.853 0.165
C 0.870 1.969 0.694
F 0.210 1.256 1.693
Cl 2.172 2.802 1.412
C 1.234 0.992 -0.379
B 2.228 -0.236 -0.076
C 3.186 -0.759 -1.172
O 2.238 -0.815 1.138
H -3.643 -2.091 1.590
H -2.350 -2.123 2.787
H -2.195 -3.092 1.369
H -0.786 -1.096 1.347
H -2.250 -0.025 1.478
H 0.044 -1.656 -2.603
H 0.048 1.072 -2.121
H 0.214 3.551 -0.461
H 1.803 1.603 -1.068
H 2.730 -0.743 -2.156
H 3.549 -1.745 -0.944
H 4.019 -0.070 -1.221
H 1.778 -0.329 1.824
Pd -3.443 0.180 -0.008
*
```

Properties
LUMO energy = -12.4 eV
gap between HOMO and LUMO = 4.95 eV
energy above the lowest of the compared OMol25 structures with the same formula, charge and spin = 0.0 kJ/mol
max |F| = 1.96 eV/Å

Atom charges from the Mulliken analysis, given in e for atoms 1 to 6: -1.283, -0.048, -0.765, 0.789, -0.406, 0.258